Entry from OMol25: 2 unconnected molecules or ions with the total composition C2H8Si at a distorted geometry (ωB97M-V/def2-TZVPD).

Geometry as XYZ:
```
11
Properties=species:S:1:pos:R:3:mulliken_spin:R:1
C -1.353 0.387 0.073 0.00
C -0.249 -0.469 -0.443 0.92
Si 1.509 0.157 -0.037 0.02
H -1.924 0.827 -0.848 0.04
H -2.151 -0.037 0.718 0.02
H -0.985 1.156 0.621 0.01
H -0.409 -1.121 -1.307 0.01
H -0.185 -1.676 1.001 0.93
H 1.758 1.438 -0.554 0.03
H 2.409 -0.864 -0.695 0.00
H 1.581 0.202 1.472 0.01
```

Its electronic energy is -370.246739 hartree. The multiplicity is 3. The calculation puts the HOMO-LUMO gap (alpha / beta) at 7.997 / 8.988 eV. Its relative energy (zero: lowest compared OMol25 entry of this formula, charge and spin) is 0.028 eV.

***

Entry from OMol25: a molecular structure, C2H9AlN2O3PS at a distorted geometry (ωB97M-V/def2-TZVPD).

Geometry as XYZ:
```
19
Properties=species:S:1:pos:R:3:lowdin_charge:R:1
N 1.485 2.466 0.639 0.07
P 2.512 1.352 0.017 0.88
O 2.131 -0.172 0.307 -0.50
S 0.843 -0.813 -0.608 0.90
O 1.374 -1.937 -1.380 -0.54
O 0.100 -1.407 0.620 -0.26
C -1.365 -1.308 0.697 -0.09
C -1.946 0.111 0.541 -0.16
N -2.800 0.246 -0.555 0.28
H 0.694 2.114 1.189 0.07
H 3.770 1.569 0.612 0.12
H 2.578 1.559 -1.375 0.10
H -1.584 -1.661 1.702 0.16
H -1.853 -2.009 0.018 0.15
H -2.550 0.336 1.451 0.20
H -1.170 0.945 0.518 0.16
H -3.080 1.194 -0.828 0.18
H -2.593 -0.317 -1.384 0.16
Al 3.453 -2.269 -2.181 1.13
```

Its electronic energy is -1397.372535 hartree. Its charge is +3. The calculation puts the HOMO-LUMO gap at 2.812 eV.

***

Entry from OMol25: C2H9BN2 in the gas phase at a distorted geometry (ωB97M-V/def2-TZVPD).

Geometry as XYZ:
```
14
Properties=species:S:1:pos:R:3:lowdin_charge:R:1
B 0.936 0.021 0.053 -0.66
C -1.738 -0.151 -0.202 -0.13
C -0.500 0.745 0.346 -0.15
N 0.849 -1.354 0.020 0.16
N 2.191 0.726 -0.213 0.12
H -1.812 -0.969 0.491 0.04
H -2.644 0.268 -0.562 0.05
H -1.281 -0.683 -1.006 0.04
H -0.785 1.780 -0.172 0.11
H -0.584 0.995 1.475 0.10
H 0.052 -1.684 0.557 0.08
H 1.599 -2.011 -0.192 0.09
H 2.488 1.753 -0.085 0.11
H 2.975 0.115 -0.170 0.03
```

Its electronic energy is -216.012555 hartree. Its structure (SMILES) is CCB(N)N. The calculation puts the HOMO-LUMO gap at 9.922 eV. Its relative energy (zero: lowest compared OMol25 entry of this formula, charge and spin) is 0.465 eV.

***

Entry from OMol25: a molecular structure, C2H9BORb at a distorted geometry (ωB97M-V/def2-TZVPD).

Geometry as XYZ:
```
14
Properties=species:S:1:pos:R:3:lowdin_charge:R:1
Rb -2.359 -11.877 29.487 0.91
B 0.433 -11.064 28.154 -0.49
H -0.535 -11.304 27.742 -0.18
H 0.811 -10.123 27.785 -0.10
H 0.356 -10.936 29.223 -0.12
H 1.101 -11.866 27.881 -0.09
C -1.195 -16.002 32.282 -0.13
C -2.197 -15.335 31.337 -0.58
O -1.518 -14.501 30.473 -0.47
H -0.126 -15.865 32.117 0.06
H -1.447 -17.063 32.282 0.04
H -1.499 -15.715 33.288 0.04
H -3.046 -14.985 31.924 0.06
H -2.720 -16.111 30.779 0.06
```

Its electronic energy is -205.675849 hartree. Its charge is -1. The calculation puts the HOMO-LUMO gap at 5.017 eV. Its relative energy (zero: lowest compared OMol25 entry of this formula, charge and spin) is 1.950 eV.

***

Entry from OMol25: 2 unconnected molecules or ions with the total composition C2H9N2 at a distorted geometry (ωB97M-V/def2-TZVPD).

Geometry as XYZ:
```
13
Properties=species:S:1:pos:R:3:lowdin_charge:R:1
C 0.849 -1.716 1.796 -0.07
H 1.520 -2.317 2.483 0.06
H 0.352 -2.351 1.102 0.00
H 0.034 -1.203 2.444 0.06
H 1.448 -0.935 1.307 0.01
N 0.413 0.129 -1.430 0.21
C -0.435 0.342 -0.473 -0.17
N -1.011 1.520 -0.223 0.18
H 0.733 0.832 -2.024 0.12
H 0.808 -0.781 -1.625 0.15
H -0.639 -0.510 0.210 0.14
H -1.772 1.580 0.489 0.16
H -0.776 2.386 -0.760 0.16
```

Its electronic energy is -190.863463 hartree. Its charge is +1. The calculation puts the HOMO-LUMO gap at 12.512 eV. Its relative energy (zero: lowest compared OMol25 entry of this formula, charge and spin) is 0.295 eV.

***

Entry from OMol25: a molecular structure, C2H9N2 at a distorted geometry (ωB97M-V/def2-TZVPD).

Geometry as XYZ:
```
13
Properties=species:S:1:pos:R:3:lowdin_charge:R:1
C -1.376 -0.549 0.060 0.06
C 0.371 -0.089 -0.547 -0.27
N 1.346 -0.934 0.011 0.05
N 0.511 1.295 0.215 0.21
H -1.193 -0.475 1.126 0.06
H -1.319 -1.445 -0.534 0.06
H -1.921 0.238 -0.313 0.01
H 0.260 0.208 -1.648 0.17
H 1.410 -1.863 -0.278 0.08
H 1.218 -1.034 1.052 0.13
H 1.196 1.626 -0.422 0.13
H 1.016 1.137 1.075 0.16
H -0.312 1.875 0.147 0.16
```

Its electronic energy is -190.777777 hartree. Its charge is +1. The calculation puts the HOMO-LUMO gap at 10.228 eV. Its relative energy (zero: lowest compared OMol25 entry of this formula, charge and spin) is 2.626 eV.

***

Entry from OMol25: 2 unconnected molecules or ions with the total composition C2H9N2 at a distorted geometry (ωB97M-V/def2-TZVPD).

Geometry as XYZ:
```
13
Properties=species:S:1:pos:R:3:lowdin_charge:R:1
C 1.573 1.489 0.959 -0.04
H 1.603 1.721 2.017 0.03
H 2.295 2.196 0.555 0.03
H 1.712 0.468 0.639 -0.01
H 0.599 1.884 0.668 0.01
N -2.087 -1.119 -0.273 0.21
C -0.983 -0.541 -0.671 -0.18
N 0.166 -1.135 -0.769 0.20
H -2.203 -2.125 -0.333 0.15
H -2.903 -0.546 -0.141 0.14
H -0.976 0.541 -0.788 0.16
H 0.930 -0.709 -1.270 0.14
H 0.275 -2.125 -0.594 0.15
```

Its electronic energy is -190.863809 hartree. Its charge is +1. The calculation puts the HOMO-LUMO gap at 12.329 eV. Its relative energy (zero: lowest compared OMol25 entry of this formula, charge and spin) is 0.285 eV.

***

Entry from OMol25: 2 unconnected molecules or ions with the total composition C2H9N2 at a distorted geometry (ωB97M-V/def2-TZVPD).

Geometry as XYZ:
```
13
Properties=species:S:1:pos:R:3:lowdin_charge:R:1
N 0.960 1.584 1.099 0.06
H 1.149 1.804 2.068 0.07
H 0.855 0.042 0.666 0.10
H 0.074 2.004 0.840 0.07
H 1.675 1.965 0.490 0.07
C -1.132 -0.276 -1.425 0.06
C -0.849 -0.811 -0.268 -0.18
N 0.520 -0.917 0.179 0.12
H -0.334 0.006 -2.111 0.08
H -2.127 -0.101 -1.798 0.08
H -1.610 -1.191 0.408 0.13
H 1.200 -1.005 -0.587 0.17
H 0.682 -1.653 0.863 0.16
```

Its electronic energy is -190.851044 hartree. Its charge is +1. The calculation puts the HOMO-LUMO gap at 11.695 eV. Its relative energy (zero: lowest compared OMol25 entry of this formula, charge and spin) is 0.632 eV.

***

Entry from OMol25: 2 unconnected molecules or ions with the total composition C2H9N2O (ωB97M-V/def2-TZVPD).

Geometry as XYZ:
```
14
Properties=species:S:1:pos:R:3:lowdin_charge:R:1
C -1.255 0.808 1.533 -0.21
N -1.395 1.242 0.150 -0.15
C -0.086 1.030 -0.571 -0.57
O 0.330 -0.233 -0.595 -0.32
H -1.014 -0.257 1.620 0.06
H -2.153 1.051 2.107 0.05
H -0.420 1.356 1.973 0.06
H -1.997 0.554 -0.312 0.07
H 0.613 1.730 -0.048 0.08
H -0.281 1.465 -1.581 0.07
N 2.022 -2.494 -0.506 -0.02
H 2.182 -2.737 -1.475 -0.03
H 2.935 -2.389 -0.085 -0.03
H 1.523 -1.587 -0.494 -0.05
```

Its electronic energy is -266.342035 hartree. Its charge is -1. The calculation puts the HOMO-LUMO gap at 7.417 eV. Its relative energy (zero: lowest compared OMol25 entry of this formula, charge and spin) is 0.069 eV.

***

Entry from OMol25: 2 unconnected molecules or ions with the total composition C2H9N2O at a distorted geometry (ωB97M-V/def2-TZVPD).

Geometry as XYZ:
```
14
Properties=species:S:1:pos:R:3:lowdin_charge:R:1
C 0.175 -1.555 2.229 0.02
N -0.235 0.307 -0.814 0.17
C -0.367 -0.784 -0.138 -0.14
N -0.754 -0.957 1.146 -0.02
H -0.447 -1.844 3.115 0.11
H 0.603 -2.390 1.624 0.10
H 0.860 -0.694 2.430 0.10
H -0.785 1.169 -0.814 0.14
H 0.553 0.480 -1.373 0.08
H 0.188 -1.607 -0.642 0.17
H -1.450 -0.213 1.391 0.16
H 0.569 3.145 -1.770 0.07
H 1.304 2.425 -2.788 0.04
O 0.836 2.264 -2.006 -0.01
```

Its electronic energy is -266.066879 hartree. Its charge is +1. The calculation puts the HOMO-LUMO gap at 10.493 eV. Its relative energy (zero: lowest compared OMol25 entry of this formula, charge and spin) is 2.307 eV.